Below is a cluster of 6 separate species, C46H81BClF15O12P in total in a non-equilibrium geometry, with properties calculated with ωB97M-V with the def2-TZVPD basis set.

```
157
Properties=species:S:1:pos:R:3:mulliken_charge:R:1
C -0.9720 6.9548 -1.4968 -0.984
C -1.9667 5.8451 -2.0495 -0.301
C -1.3267 4.9089 -3.1406 -0.354
C -1.0982 3.4204 -2.6553 -0.278
C -0.8519 2.5415 -3.9399 -0.262
C -0.8009 0.9879 -3.6779 -0.329
C -0.0420 0.5916 -2.3387 -0.508
C 0.7618 -0.7555 -2.4954 -0.119
C 0.2234 -1.9429 -1.5953 -0.795
C 1.4226 -2.9862 -1.4779 0.183
C 2.4024 -2.6350 -0.3019 -0.847
C 2.1729 -3.5321 0.9941 -0.782
C 0.8380 -3.0996 1.7651 0.074
C 0.9793 -3.6290 3.2381 -1.500
P -0.5827 -3.5646 4.3492 -0.071
Cl -1.6738 -2.1994 3.0632 -0.446
C 0.2647 -4.7493 5.6420 -0.866
C -0.7447 -5.3485 6.6924 -1.216
C -0.6114 -4.7450 8.1439 1.295
C -2.0517 -4.5338 8.8007 -1.433
C 0.2535 -5.6724 9.1124 -1.387
C 1.2517 -4.6999 9.8763 0.608
C 2.1694 -5.4517 10.9261 -1.027
C 3.1731 -4.6774 11.6582 0.535
C 2.7236 -3.9506 12.9943 -0.598
C 4.6033 -4.5992 11.0541 -1.204
B -1.4158 -5.0964 3.4781 0.647
O -2.8470 -5.2296 3.6252 -0.674
O -0.7301 -6.1191 2.7426 -0.337
C -0.9752 -7.4099 3.3259 -0.224
C 0.3374 -8.1631 3.7208 -1.106
H -1.2285 7.9817 -1.8491 0.178
H 0.0696 6.7155 -1.8280 0.353
H -1.0339 6.9469 -0.3818 0.252
H -2.8087 6.4069 -2.5396 0.171
H -2.4225 5.2920 -1.1961 0.387
H -0.3842 5.3332 -3.5771 0.387
H -2.0655 4.8507 -3.9864 -0.134
H -2.0043 3.0802 -2.1041 0.284
H -0.1666 3.4041 -2.0437 0.211
H -1.7386 2.7272 -4.6098 -0.138
H 0.0343 2.9377 -4.4992 0.286
H -0.2410 0.5342 -4.5394 0.256
H -1.8619 0.6308 -3.6551 0.105
H -0.7321 0.6111 -1.4632 0.324
H 0.7160 1.4078 -2.1800 0.168
H 0.7280 -1.1286 -3.5506 -0.086
H 1.8203 -0.5654 -2.1754 0.281
H -0.1051 -1.6056 -0.5811 0.410
H -0.5806 -2.4712 -2.1602 0.300
H 1.9672 -2.9225 -2.4579 -0.611
H 1.0310 -4.0372 -1.4199 0.549
H 3.4425 -2.8853 -0.6620 0.332
H 2.4072 -1.5412 -0.0678 0.353
H 2.1402 -4.5860 0.6328 0.233
H 3.0577 -3.3133 1.6499 0.351
H 0.0095 -3.5729 1.1833 0.165
H 0.8329 -1.9816 1.6857 0.356
H 1.4276 -4.6621 3.1803 0.243
H 1.7704 -2.9969 3.7374 0.468
H 0.0439 -2.4423 5.0665 0.108
H -1.6808 -3.4503 5.2961 0.072
H 0.8387 -5.5666 5.1206 -0.134
H 1.0429 -4.1729 6.2209 0.497
H -1.8197 -5.2841 6.3973 0.418
H -0.5202 -6.4521 6.7951 0.183
H -0.1435 -3.7270 8.1428 0.395
H -2.3505 -3.4539 8.8122 0.178
H -2.0995 -4.9003 9.8552 0.335
H -2.8457 -5.0919 8.2346 0.448
H -0.3970 -6.2294 9.8388 0.432
H 0.8118 -6.4507 8.5249 0.413
H 0.6167 -3.9578 10.3802 -0.337
H 1.9166 -4.2587 9.0988 0.352
H 2.1052 -6.5510 11.1223 0.308
H 1.9179 -4.5162 13.5147 0.267
H 2.2668 -2.9570 12.7012 -0.144
H 3.5649 -3.7120 13.6845 0.402
H 4.7970 -3.5616 10.6821 0.248
H 4.6640 -5.2697 10.1610 0.342
H 5.4296 -4.8739 11.7658 0.368
H -3.2421 -5.4652 2.7777 0.261
H -1.5429 -8.0691 2.6203 0.411
H -1.6005 -7.3317 4.2562 0.235
H 0.0599 -9.1981 4.0698 0.373
H 1.0450 -8.3191 2.8668 0.274
H 0.8583 -7.6843 4.5866 0.215
C -3.7287 4.7387 -9.4998 -1.133
C -4.8747 5.0245 -8.5510 0.041
O -5.3171 3.8178 -7.9108 -0.361
C -4.6201 3.4443 -6.8333 0.369
O -3.6825 4.0358 -6.3923 -0.500
C -5.2231 2.1822 -6.2249 0.869
F -5.5425 1.2748 -7.1559 -0.260
F -6.3455 2.4567 -5.5472 -0.275
F -4.3895 1.5872 -5.3743 -0.196
H -4.0095 3.9661 -10.2182 0.315
H -3.4461 5.6411 -10.0435 0.383
H -2.8545 4.3717 -8.9594 0.290
H -5.7292 5.4094 -9.1081 0.330
H -4.6047 5.7797 -7.8108 0.110
C 3.4713 -3.5004 -5.1041 -1.128
C 3.0658 -2.1102 -5.5486 0.017
O 3.9689 -1.6176 -6.5550 -0.359
C 3.7163 -2.0063 -7.8055 0.288
O 2.8150 -2.7182 -8.1318 -0.501
C 4.7186 -1.3720 -8.7649 0.924
F 5.9713 -1.4179 -8.2983 -0.261
F 4.4361 -0.0770 -8.9868 -0.286
F 4.7338 -1.9723 -9.9548 -0.255
H 4.5112 -3.5081 -4.7718 0.286
H 2.8369 -3.8428 -4.2868 0.314
H 3.3922 -4.2138 -5.9267 0.361
H 3.1320 -1.4198 -4.7073 0.237
H 2.0347 -2.0867 -5.9052 0.311
C -3.7665 11.3659 -1.9683 -0.916
C -5.1022 11.2099 -2.6661 -0.226
O -4.9178 10.8114 -4.0335 -0.339
C -4.7457 9.5021 -4.2377 0.382
O -4.7349 8.6753 -3.3780 -0.497
C -4.6106 9.2139 -5.7299 0.897
F -3.8097 10.0923 -6.3453 -0.267
F -5.7990 9.2717 -6.3477 -0.277
F -4.1086 8.0024 -5.9655 -0.235
H -3.1248 12.0562 -2.5192 0.300
H -3.9045 11.7441 -0.9548 0.369
H -3.2389 10.4121 -1.9133 0.158
H -5.6209 12.1684 -2.6913 0.317
H -5.7497 10.5058 -2.1411 0.322
C 4.9039 1.4755 -11.4279 -0.918
C 4.4851 2.8649 -11.8619 -0.367
O 5.3799 3.3797 -12.8631 -0.319
C 5.1297 3.0001 -14.1183 0.355
O 4.2363 2.2800 -14.4482 -0.502
C 6.1219 3.6557 -15.0737 0.885
F 7.3755 3.6194 -14.6064 -0.247
F 5.8210 4.9454 -15.2804 -0.255
F 6.1375 3.0639 -16.2677 -0.244
H 5.9435 1.4747 -11.0941 0.304
H 4.2747 1.1233 -10.6205 0.305
H 4.8327 0.7682 -12.2564 0.350
H 4.5432 3.5494 -11.0154 0.350
H 3.4542 2.8803 -12.2192 0.330
C -2.9010 1.1697 12.5542 -1.107
C -1.9500 0.9901 11.3886 -0.221
O -0.8630 0.1249 11.7488 -0.312
C -1.1085 -1.1860 11.6503 -0.122
O -2.1443 -1.6591 11.2964 -0.498
C 0.1396 -1.9847 12.0115 1.346
F 0.7458 -1.4990 13.1054 -0.267
F 1.0573 -1.9747 11.0458 -0.227
F -0.1310 -3.2639 12.2625 -0.232
H -2.3635 1.5231 13.4365 0.300
H -3.6826 1.8886 12.3049 0.376
H -3.3735 0.2237 12.8239 0.313
H -1.5056 1.9493 11.1222 0.323
H -2.4658 0.6161 10.5029 0.338
```

Properties
Strongest force on any atom, eV/A: 3.52
Highest occupied orbital energy, Ha: -0.128
Charge: -1
LUMO, eV: 1.55
Frontier orbital gap, eV: 5.040